87
Properties=species:S:1:pos:R:3 method="wB97M-V/def2-TZVPD" charge=+4 e_above_lowest_kcal_mol=0.0 total_energy_ha=-2586.45553 orbital_gap_ev=6.4 lumo_ev=-11.61 multiplicity=1 e_homo_ev=-18.036
Ta 0.35 -0.18 0.14
C -2.38 -0.36 1.79
N -1.02 -0.87 2.05
C -1.05 -2.35 2.06
C -1.39 -2.85 0.71
C -2.09 -4.03 0.53
C -2.37 -4.46 -0.75
C -1.98 -3.67 -1.82
C -1.30 -2.50 -1.57
N -0.97 -2.09 -0.32
C -0.59 -0.38 3.38
C 0.81 0.11 3.39
C 1.47 0.22 4.60
C 2.76 0.69 4.64
C 3.38 0.99 3.43
C 2.67 0.85 2.26
N 1.37 0.45 2.22
C -2.29 1.10 1.57
C -3.25 1.97 2.02
C -3.17 3.31 1.67
C -2.15 3.70 0.83
C -1.21 2.77 0.43
N -1.23 1.48 0.83
H -3.06 -0.61 2.61
H -2.77 -0.83 0.88
H -1.77 -2.71 2.81
H -0.06 -2.70 2.36
H -2.41 -4.60 1.39
H -2.91 -5.39 -0.92
H -2.21 -3.95 -2.84
H -1.00 -1.86 -2.38
H -0.72 -1.16 4.13
H -1.25 0.44 3.69
H 0.96 -0.06 5.52
H 3.29 0.79 5.58
H 4.40 1.34 3.39
H 3.14 1.04 1.32
H -4.06 1.61 2.64
H -3.91 4.02 2.03
H -2.06 4.73 0.49
H -0.43 3.06 -0.25
I 1.69 -1.37 -2.24
C 2.36 0.49 -2.86
C 2.93 0.59 -4.10
C 3.43 1.84 -4.50
C 3.35 2.90 -3.65
C 2.78 2.77 -2.36
C 2.78 3.87 -1.48
C 2.28 3.76 -0.22
C 1.71 2.54 0.19
C 1.63 1.41 -0.61
C 2.23 1.53 -1.93
H 3.01 -0.27 -4.76
H 3.89 1.94 -5.48
H 3.75 3.86 -3.94
H 3.22 4.81 -1.82
H 2.30 4.60 0.46
H 1.31 2.53 1.19
C 2.24 -4.23 0.28
P 2.63 -2.72 1.12
C 4.19 -2.10 0.57
C 2.73 -3.05 2.86
O 1.51 -1.65 0.88
H 2.97 -4.99 0.55
H 2.27 -4.09 -0.80
H 1.25 -4.58 0.58
H 4.97 -2.83 0.79
H 4.43 -1.17 1.10
H 4.17 -1.91 -0.50
H 3.56 -3.73 3.04
H 1.82 -3.55 3.22
H 2.89 -2.13 3.42
C -4.30 2.04 -4.42
N -3.56 1.42 -3.32
C -2.11 1.40 -3.18
C -1.99 0.60 -1.91
O -0.82 0.36 -1.42
N -3.13 0.22 -1.43
C -4.08 0.72 -2.32
N -5.36 0.49 -2.15
H -3.60 2.61 -5.03
H -5.05 2.72 -4.03
H -4.77 1.27 -5.05
H -1.69 2.40 -3.07
H -1.62 0.91 -4.02
H -5.67 -0.07 -1.38
H -6.05 0.81 -2.81